C58H47AsCl2CrN7O2 as an isolated structure in a non-equilibrium geometry, computed with the ωB97M-V functional and the def2-TZVPD basis.

Results
HOMO level (spin up / spin down)   -2.159 / -2.180 eV
Largest force on an atom   1.68 eV/A
Calculated total energy   -6972.8534 Eh

Structure (ORCA input):
```
! wB97M-V def2-TZVPD RIJCOSX def2/J DEFGRID3
* xyz -1 5
As 3.459 -1.164 -0.446
Cr -1.231 -1.155 0.275
Cl -0.661 -4.616 5.955
Cl 0.080 -1.620 6.736
O 2.332 0.027 2.467
O -1.098 -5.211 0.804
N -2.427 0.440 0.369
N -3.657 2.337 -0.252
N -0.795 -2.925 1.051
N -2.292 1.285 -1.771
N 0.313 1.629 -0.010
N 0.162 -0.604 1.675
N -2.550 -2.388 -0.676
C -4.148 -2.927 -2.371
C 1.243 3.801 -0.470
C -1.698 2.573 2.295
C -4.300 -0.699 3.356
C -0.100 -2.098 5.076
C -2.778 1.305 -0.522
C -0.038 -1.494 2.751
C 7.216 -2.142 -2.265
C -2.980 0.459 1.691
C 4.930 -2.019 -1.474
C -6.361 4.436 -1.586
C -4.737 4.861 0.298
C -2.671 1.463 2.618
C -4.031 0.309 4.269
C 0.354 2.768 -0.699
C 6.888 -3.200 -3.105
C -6.310 2.417 -2.867
C 3.875 -1.206 3.798
C 4.620 -3.084 -2.316
C 4.711 2.555 -2.028
C -1.935 1.632 -4.523
C 4.978 -1.981 3.959
C -3.223 1.371 3.894
C 1.251 0.221 1.686
C -5.295 4.005 -0.807
C -1.262 -4.049 0.481
C 3.079 -1.265 2.528
C -2.193 -3.680 -0.648
C 2.196 3.625 0.546
C -5.250 1.963 -2.097
C -0.423 -0.375 -4.452
C -3.782 -0.617 2.075
C -1.438 0.329 -2.400
C -0.049 -1.595 -2.425
C 5.464 3.138 -1.016
C -0.446 -3.396 4.735
C -1.247 0.514 -3.776
C -2.727 -4.622 -1.506
C -3.553 -2.049 -1.492
C -0.480 -2.794 2.413
C -0.844 -0.714 -1.690
C 4.114 1.318 -1.822
C 2.219 2.445 1.240
C 3.985 -1.613 1.352
C 1.263 1.440 0.945
C 6.249 -1.566 -1.452
C 4.263 0.645 -0.610
C -6.873 3.658 -2.615
C 5.587 -3.677 -3.122
C -4.734 2.750 -1.069
C 5.064 -2.443 1.609
C 0.108 -1.147 4.086
C -0.644 -3.747 3.403
C 5.015 1.236 0.398
C 5.614 2.475 0.196
C 5.540 -2.720 2.891
C -3.699 -4.240 -2.411
C 0.178 -1.432 -3.781
H 3.440 -0.638 4.615
H -3.993 -1.399 1.354
H -2.353 -5.635 -1.437
H -4.428 0.256 5.275
H -4.969 4.444 1.284
H -5.157 5.865 0.255
H -1.610 2.622 -4.182
H -4.940 -2.582 -3.023
H -4.904 -1.551 3.640
H -1.703 1.563 -5.584
H -1.129 2.832 3.187
H 7.645 -3.648 -3.739
H 6.394 -3.369 3.041
H 2.312 -2.039 2.635
H 5.621 -2.843 0.771
H 0.398 -2.441 -1.914
H 1.208 4.705 -1.064
H 8.231 -1.763 -2.238
H -3.750 2.548 0.730
H 2.906 4.410 0.775
H 3.517 0.860 -2.607
H -0.255 -0.237 -5.515
H 5.462 -2.016 4.933
H 3.602 -3.461 -2.339
H 4.582 3.068 -2.976
H 0.820 -2.119 -4.321
H -0.390 2.870 -1.490
H -3.876 -1.018 -1.434
H -3.025 1.579 -4.420
H 5.125 0.721 1.349
H 6.199 2.924 0.992
H -3.649 4.936 0.221
H 0.397 -0.141 4.356
H -6.700 1.788 -3.659
H 5.919 4.111 -1.170
H 2.944 2.253 2.019
H -2.582 2.061 -2.341
H -4.829 0.985 -2.288
H -6.794 5.410 -1.387
H -1.001 2.260 1.518
H -4.108 -4.944 -3.124
H 5.321 -4.513 -3.760
H -2.196 3.488 1.953
H -2.987 2.143 4.618
H -7.701 4.018 -3.213
H -0.928 -4.755 3.145
H 6.528 -0.761 -0.786
*
```

Atom charges from the Löwdin analysis, given in e for atoms 1 to 5: number 1, As, carries 1.337; number 2, Cr, carries 0.833; number 3, Cl, carries 0.631; number 4, Cl, carries 0.637; number 5, O, carries -0.051

---

A 2-piece molecular cluster, C4H12N3 overall in a non-equilibrium geometry, computed with the ωB97M-V functional and the def2-TZVPD basis.

Results
HOMO level   -11.901 eV
Largest force on an atom   2.16 eV/A
Calculated total energy   -323.6083 Eh

Structure (ORCA input):
```
! wB97M-V def2-TZVPD RIJCOSX def2/J DEFGRID3
* xyz 1 1
N -0.076 1.633 -0.061
N 0.069 -1.633 0.532
N 0.164 1.269 -2.344
C 1.812 -0.243 1.532
C 0.574 -0.868 1.547
C -1.358 -1.650 0.213
C -0.530 1.681 -1.295
H 2.124 0.374 2.415
H -1.668 -0.724 -0.313
H 0.691 -1.693 -0.275
H 0.671 1.004 0.344
H -1.958 -1.714 1.139
H -0.097 -0.837 2.392
H 1.042 0.809 -2.171
H -0.557 2.142 0.660
H -1.576 -2.531 -0.369
H -0.310 1.358 -3.224
H -1.534 2.060 -1.456
H 2.518 -0.436 0.733
*
```

Atom charges from the Löwdin analysis, given in e for atoms 1 to 5: number 1, N, carries 0.182; number 2, N, carries -0.093; number 3, N, carries 0.199; number 4, C, carries -0.039; number 5, C, carries -0.255

---

A 2-piece molecular cluster, C5H5N2O4P overall in a non-equilibrium geometry, computed with the ωB97M-V functional and the def2-TZVPD basis.

Results
HOMO level   -0.832 eV
Largest force on an atom   3.77 eV/A
Calculated total energy   -945.3301 Eh

Structure (ORCA input):
```
! wB97M-V def2-TZVPD RIJCOSX def2/J DEFGRID3
* xyz -2 1
P -2.826 -1.100 -0.030
O -3.319 -1.317 -1.381
O -3.234 -2.089 0.967
O -3.355 0.571 0.724
O -1.851 2.586 -0.353
N 2.588 0.042 0.645
N 0.439 0.132 0.041
C 2.458 -0.672 -0.478
C 1.119 -0.589 -0.907
C -2.135 1.427 -0.500
C -1.836 0.279 0.419
C 1.398 0.493 0.906
H -2.789 1.008 -1.315
H 3.287 -1.245 -0.778
H 1.432 1.234 1.702
H 0.811 -0.779 -1.937
H -1.287 0.496 1.371
*
```

Atom charges from the Löwdin analysis, given in e for atoms 1 to 5: number 1, P, carries 0.393; number 2, O, carries -0.352; number 3, O, carries -0.370; number 4, O, carries -0.307; number 5, O, carries -0.034